1.
Below is 11 unconnected molecules or ions with the total composition C18H58N4O11, with properties calculated with ωB97M-V/def2-TZVPD.

XYZ file:
```
91
C18H58N4O11, DFT ωB97M-V/def2-TZVPD
C -2.41463 2.34211 -2.20154
C -1.71363 3.25411 -3.17954
O -0.55463 3.78811 -2.63054
H -3.35963 1.89811 -2.62254
H -2.80763 2.68311 -1.24354
H -1.78763 1.50811 -1.96054
H -2.25263 4.15511 -3.47954
H -1.48563 2.73711 -4.08454
H 0.02037 3.80811 -3.41654
C -1.45163 -5.33589 1.87546
C -1.67163 -3.88289 1.45746
O -0.55063 -3.20089 2.06246
H -1.48163 -5.36189 2.95946
H -0.40963 -5.63289 1.56646
H -2.11263 -6.05689 1.39846
H -2.59163 -3.38989 1.69346
H -1.59463 -3.77889 0.33246
H -0.49663 -2.42389 1.52146
C -0.38763 -0.63489 4.74446
C -1.17963 0.67811 4.73546
O -2.50163 0.40911 5.01546
H -0.46963 -1.30989 3.86846
H -0.57363 -1.17589 5.56946
H 0.64137 -0.38389 4.66946
H -1.09963 1.06811 3.71246
H -0.71863 1.29211 5.49946
H -3.00063 1.21011 5.35946
C 4.71137 0.57211 0.37446
C 3.80537 0.83811 -0.86354
O 2.58337 1.41511 -0.44054
H 4.79737 1.50011 1.09946
H 5.78937 0.40611 0.12546
H 4.53837 -0.37389 0.89846
H 3.73637 -0.05589 -1.41254
H 4.35937 1.42211 -1.58054
H 2.71637 2.35611 -0.39354
C -3.77663 0.87611 1.32946
C -3.64663 -0.62789 1.60046
O -2.50063 -0.88489 2.33146
H -2.88863 1.34911 0.86146
H -4.14463 1.40911 2.17046
H -4.53663 1.14011 0.58446
H -3.71263 -1.20189 0.61446
H -4.44563 -1.05589 2.22046
H -2.61863 -0.78789 3.27346
C 0.79637 -4.22389 -1.14054
C 2.00737 -3.64689 -0.37854
O 2.20337 -2.36789 -0.98454
H 0.90037 -4.66289 -2.15454
H -0.09563 -3.57889 -1.23054
H 0.33537 -5.01989 -0.58054
H 2.89637 -4.32589 -0.39354
H 1.60137 -3.32889 0.55046
H 1.57437 -1.64089 -0.64754
C -1.44063 3.38711 1.92646
C -0.46463 3.11311 0.79146
O -0.26863 4.20211 -0.06554
H -2.32363 3.82711 1.45046
H -1.00763 4.06411 2.68446
H -1.81963 2.46011 2.37946
H -0.81663 2.30111 0.07646
H 0.47437 2.65811 1.08546
H -0.27963 3.86911 -0.98054
C 1.17937 2.38811 -4.75754
O 0.64737 1.49811 -5.65954
N 1.97937 1.86211 -3.91054
N 1.12637 3.68311 -4.70254
H 1.93037 0.85311 -3.76354
H 2.42937 2.31411 -3.06754
H 0.60137 4.13911 -5.36754
H 1.62037 4.37211 -4.08454
C -0.52763 -0.70389 -0.54254
O -1.54263 -1.39189 -1.17354
N 0.59837 -0.35989 -1.01054
N -0.53863 -0.39389 0.74646
H 0.68737 -0.65189 -1.96654
H 1.23437 0.37811 -0.64754
H -1.34263 -0.65089 1.35846
H 0.17537 -0.03389 1.34346
C 2.33137 -0.80489 2.33946
O 1.72037 0.48211 1.98146
H 2.84737 -1.29089 1.50446
H 1.49337 -1.39389 2.67946
H 2.94937 -0.93089 3.24646
H 2.05037 0.74511 1.13246
C 0.57337 -1.21289 -4.11554
O 1.77937 -0.91189 -3.54054
H 0.66737 -1.68389 -5.08654
H -0.09963 -0.38589 -4.15854
H 0.01637 -1.89489 -3.52054
H 2.37937 -1.66389 -3.66054
```

- Total charge: 0
- SMILES string: NC(N)=O.NC(N)=O.CCO.CCO.CCO.CCO.CCO.CCO.CCO.CO.CO

---

2.
Below is 11 unconnected molecules or ions with the total composition C18H58O20, with properties calculated with ωB97M-V/def2-TZVPD.

XYZ file:
```
96
C18H58O20, DFT ωB97M-V/def2-TZVPD
O 0.70043 0.36666 0.01500
H -0.22557 0.23366 0.13800
H 0.65743 1.04266 -0.69100
O 0.67343 2.00166 -2.12700
H -0.12557 2.00866 -2.72400
H 0.78943 2.91366 -1.90500
C -0.15057 4.09066 3.37900
C 0.76243 3.13766 2.47100
O 1.62743 2.43266 3.26500
O -0.61257 5.15366 2.60800
H 0.39243 4.58266 4.17000
H -0.95157 3.66966 3.87400
H 1.33143 3.66566 1.71200
H 0.17943 2.46366 1.85400
H 2.06143 2.98966 3.84200
H -1.36857 5.56666 3.10000
C -1.92657 0.31066 -3.96000
C -0.92857 -0.74134 -3.44700
O -1.66157 -1.98134 -3.48100
O -1.29057 1.61766 -3.88000
H -2.89657 0.29066 -3.37100
H -2.15257 0.24666 -4.99200
H -0.72657 -0.55334 -2.42500
H -0.02757 -0.79534 -3.99700
H -2.53457 -1.86934 -3.07900
H -0.63557 1.67266 -4.57800
C -4.12557 1.63066 -1.19500
C -2.71257 2.11066 -0.86100
O -2.09157 0.96966 -0.35800
O -4.63957 2.66266 -1.92800
H -4.77557 1.45266 -0.31600
H -4.24257 0.74566 -1.82400
H -2.78257 2.75466 -0.03100
H -2.14757 2.56766 -1.69900
H -2.61757 0.86566 0.48900
H -3.96157 2.86566 -2.59900
C 3.32843 -2.07434 -2.91600
C 2.71843 -0.86134 -2.13000
O 2.94043 0.34166 -2.80900
O 3.17643 -3.27734 -2.15300
H 4.36643 -1.92334 -3.14100
H 2.77843 -2.09534 -3.87200
H 3.20843 -0.78234 -1.19400
H 1.67643 -0.99734 -1.97400
H 2.30043 0.98866 -2.61300
H 2.31843 -3.61634 -2.36900
C -2.48057 1.02766 2.73400
C -1.21157 0.20966 3.03100
O -0.59057 0.96766 4.02700
O -3.38157 0.31666 1.90800
H -2.26257 2.01466 2.31800
H -3.04357 1.15666 3.65700
H -0.67757 0.06166 2.14000
H -1.44657 -0.79534 3.38900
H 0.19643 1.43366 3.74100
H -3.79757 -0.37134 2.45900
C 3.98143 1.83566 0.63600
C 5.32643 2.43066 0.20600
O 6.28443 2.44866 1.24500
O 3.06243 2.05266 -0.42500
H 3.60343 2.34566 1.51700
H 4.00943 0.83466 0.91000
H 5.19243 3.42766 -0.16200
H 5.60943 1.83166 -0.68300
H 6.20843 3.29366 1.68400
H 2.32643 1.47366 -0.17500
C 2.81343 -1.13234 2.68000
C 1.63443 -1.91834 3.25800
O 1.46143 -1.68734 4.62700
O 2.76943 -1.21634 1.27900
H 3.77243 -1.46634 3.14900
H 2.63143 -0.10834 3.00600
H 1.79343 -2.97934 2.99900
H 0.67843 -1.57634 2.85300
H 1.23743 -2.54034 5.04000
H 2.01143 -0.75934 0.92600
C 0.37243 -3.16934 -0.18500
C 0.07243 -4.15534 -1.38700
O 0.48943 -3.50934 -2.57100
O -0.25257 -3.59934 1.01200
H -0.09457 -2.20434 -0.42000
H 1.42543 -3.02234 0.08100
H -0.96357 -4.45134 -1.60300
H 0.55443 -5.11934 -1.25400
H -0.27757 -3.10334 -3.00400
H 0.18243 -4.43234 1.19700
C -3.66057 -3.19734 -0.39700
C -3.39757 -1.77634 -0.85600
O -3.95257 -1.80834 -2.17500
O -2.99057 -3.33734 0.90500
H -3.19957 -3.94234 -1.03400
H -4.71557 -3.45834 -0.25700
H -2.33657 -1.59934 -0.87700
H -3.87257 -1.08134 -0.15200
H -4.72857 -1.22134 -2.16200
H -2.04157 -3.26834 0.88700
```

- Total charge: 0
- SMILES string: OCCO.OCCO.OCCO.OCCO.OCCO.OCCO.OCCO.OCCO.OCCO.O.O

---

3.
Below is 12 unconnected molecules or ions with the total composition C18H60N10O12, with properties calculated with ωB97M-V/def2-TZVPD.

XYZ file:
```
100
C18H60N10O12, DFT ωB97M-V/def2-TZVPD
C 3.71110 1.70340 2.27850
O 3.93542 0.71710 1.30070
H 4.53759 1.73851 2.98827
H 3.65426 2.71459 1.87556
H 2.75756 1.62504 2.80071
H 4.86054 0.46987 1.23261
C -2.97226 -1.89608 3.23603
O -1.78424 -1.66178 3.06175
N -3.50301 -3.04461 3.45360
N -3.90564 -1.05991 3.08165
H -4.51186 -3.01978 3.49498
H -2.92753 -3.86266 3.59394
H -4.82789 -1.46961 3.04030
H -3.57392 -0.22508 2.61999
C 0.25200 0.23072 0.04987
O -0.78816 0.44609 -0.53098
N 1.39147 0.81654 -0.14925
N 0.44931 -0.50345 1.14097
H 1.45696 1.41211 -0.96233
H 2.20708 0.60168 0.40638
H 1.41240 -0.71485 1.35975
H -0.35355 -0.85716 1.64137
C -0.23688 1.20238 5.02850
O -1.19854 1.95101 4.84190
N -0.17165 -0.01694 4.63703
N 1.03610 1.48195 5.32358
H -0.97874 -0.55720 4.35986
H 0.64883 -0.59827 4.73172
H 1.30777 2.43673 5.50986
H 1.70255 0.72669 5.39787
C -3.91837 -0.89120 -2.05828
O -3.30611 -1.63550 -2.79927
N -5.24068 -0.78740 -1.94728
N -3.44329 -0.10836 -1.11061
H -5.63417 -0.36869 -1.11666
H -5.84449 -1.41337 -2.46078
H -4.05024 0.60504 -0.73276
H -2.43639 -0.05916 -1.04872
C -2.74484 2.64938 1.74756
O -3.38959 3.00019 0.79411
N -2.38751 3.37787 2.73048
N -2.36578 1.41009 1.97278
H -1.82109 3.02675 3.48942
H -2.95029 4.19909 2.90069
H -1.78886 1.15089 2.76023
H -2.35954 0.83588 1.14191
C -1.27031 -4.18069 0.61236
C -2.40839 -3.26870 0.08180
O -2.75384 -3.74352 -1.21522
H -0.56323 -4.18998 -0.21714
H -1.63774 -5.16873 0.88962
H -0.78284 -3.62666 1.41457
H -2.02482 -2.24857 0.06461
H -3.31371 -3.36009 0.68192
H -2.92683 -3.03444 -1.83881
C -2.91524 4.57024 -3.33871
C -3.23473 3.82179 -2.12057
O -1.99617 3.25212 -1.64263
H -2.20382 5.34307 -3.04761
H -3.83130 4.90587 -3.82479
H -2.36678 3.93075 -4.03033
H -3.98939 3.09276 -2.41569
H -3.77305 4.49156 -1.44997
H -2.17031 2.94326 -0.75050
C 1.54450 -2.46018 -2.10631
C 0.46328 -1.86195 -2.98992
O 1.02240 -0.80390 -3.71210
H 1.91376 -1.74278 -1.37344
H 2.49812 -2.58929 -2.61821
H 1.35954 -3.33505 -1.48302
H -0.43637 -1.53969 -2.46564
H 0.12070 -2.62926 -3.68416
H 1.04729 0.01530 -3.21220
C 4.51076 1.28069 -3.37795
C 4.48017 0.48723 -2.09248
O 5.71647 -0.16156 -1.85666
H 5.25595 2.06972 -3.27681
H 3.49263 1.66435 -3.44374
H 4.71480 0.76549 -4.31658
H 3.65497 -0.22416 -2.12524
H 4.24246 1.16301 -1.27094
H 5.72453 -0.36239 -0.91794
C 1.14099 4.17659 -3.81795
C 0.75657 2.68832 -4.05137
O 0.59610 2.01624 -2.82593
H 2.10744 4.26368 -3.32147
H 0.36715 4.65014 -3.21378
H 1.13496 4.64974 -4.79988
H 1.59051 2.18107 -4.53648
H -0.21734 2.58693 -4.53024
H -0.17285 2.39693 -2.39536
C 3.36413 -3.65814 1.33188
C 4.47235 -4.50339 2.01312
O 3.76616 -5.31536 3.01644
H 3.85572 -2.93386 0.68237
H 2.63962 -3.15436 1.97172
H 2.89992 -4.33777 0.61724
H 5.16470 -3.86401 2.56078
H 4.96131 -5.10433 1.24638
H 4.50372 -5.78257 3.41560
```

- Total charge: 0
- SMILES string: NC(N)=O.NC(N)=O.NC(N)=O.NC(N)=O.NC(N)=O.CCO.CCO.CCO.CCO.CCO.CCO.CO

---

Values for energy relative to the best compared isomer or geometry (same formula, charge and spin), kJ/mol, ordered as above
509.6 247.6 192.6
Values for max |F|, eV Å⁻¹, ordered as above
8.46 3.54 6.41